Entry 1:
Molecular formula: C5H2F3NS
Method: DFT, ωB97M-V/def2-TZVPD

```
12
Properties=species:S:1:pos:R:3:forces:R:3:mulliken_charge:R:1
C -2.199 -2.394 1.909 -0.7 -2.6 1.4 -0.38
C -0.685 0.684 -0.673 2.6 -1.3 1.1 -0.19
C 0.278 1.257 0.063 -1.3 1.3 -1.4 -0.63
C -0.253 -0.596 -1.109 0.3 -3.6 -1.2 0.45
C 1.505 0.488 0.246 0.4 -1.5 0.8 0.85
N -1.919 -1.420 1.376 1.3 3.1 -2.2 -0.42
F -0.962 -1.458 -1.887 1.4 2.5 1.9 -0.14
F 2.597 1.188 -0.015 0.4 0.3 -0.3 -0.22
F 1.588 0.017 1.504 0.2 0.3 0.2 -0.19
S 1.390 -1.053 -0.803 -1.6 0.5 -0.3 -0.03
H -1.613 0.980 -0.933 -2.8 1.3 -0.5 0.52
H 0.273 2.308 0.323 -0.1 -0.2 0.5 0.38
```
Positions in Å, forces in eV/Å.

**E**: -25689.473 eV
**Orbital gap (alpha / beta)**: 4.47 / 4.10 eV
**Spin multiplicity**: 1
**Relative energy (zero: lowest compared OMol25 entry of this formula, charge and spin)**: 431.9 kJ/mol

---

Entry 2:
Molecular formula: C5H2F8O
Method: DFT, ωB97M-V/def2-TZVPD

```
16
Properties=species:S:1:pos:R:3:forces:R:3:mulliken_charge:R:1
C 1.041 -0.490 -0.637 -3.4 1.0 0.5 -0.83
C 2.235 -0.153 -0.266 2.4 -0.2 0.8 0.43
C -0.319 -0.107 0.267 3.0 -1.2 0.7 0.87
C -0.749 1.335 0.001 1.4 1.7 -1.8 0.62
C -1.431 -1.090 -0.104 -0.3 -0.9 -0.6 0.66
O -0.012 -0.332 1.654 -0.6 0.5 -1.1 -0.58
F 3.325 -0.638 -0.943 -1.3 1.3 1.2 -0.23
F 2.572 0.561 0.816 0.1 -0.9 -1.2 -0.19
F -1.085 1.424 -1.294 -0.6 -0.3 -0.2 -0.27
F -1.679 1.920 0.721 -0.8 -0.8 0.7 -0.24
F 0.312 2.184 0.112 0.3 -0.6 0.5 -0.24
F -1.302 -2.316 0.396 0.4 0.2 1.0 -0.26
F -2.630 -0.621 0.257 0.1 0.1 0.0 -0.26
F -1.419 -1.309 -1.418 -0.4 0.6 -0.8 -0.26
H 1.007 -0.892 -1.641 -0.5 -0.4 0.3 0.35
H 0.135 0.522 2.080 0.1 -0.1 0.0 0.43
```
Positions in Å, forces in eV/Å.

**E**: -29003.971 eV
**Orbital gap**: 11.47 eV
**Spin multiplicity**: 1
**Relative energy (zero: lowest compared OMol25 entry of this formula, charge and spin)**: 0.0 kJ/mol

---

Among the records above, which one has the lowest relative energy (zero: lowest compared OMol25 entry of this formula, charge and spin)?
C5H2F8O

---

Please write out number 1 again, unchanged.
Molecular formula: C5H2F3NS
Method: DFT, ωB97M-V/def2-TZVPD

```
12
Properties=species:S:1:pos:R:3:forces:R:3:mulliken_charge:R:1
C -2.199 -2.394 1.909 -0.7 -2.6 1.4 -0.38
C -0.685 0.684 -0.673 2.6 -1.3 1.1 -0.19
C 0.278 1.257 0.063 -1.3 1.3 -1.4 -0.63
C -0.253 -0.596 -1.109 0.3 -3.6 -1.2 0.45
C 1.505 0.488 0.246 0.4 -1.5 0.8 0.85
N -1.919 -1.420 1.376 1.3 3.1 -2.2 -0.42
F -0.962 -1.458 -1.887 1.4 2.5 1.9 -0.14
F 2.597 1.188 -0.015 0.4 0.3 -0.3 -0.22
F 1.588 0.017 1.504 0.2 0.3 0.2 -0.19
S 1.390 -1.053 -0.803 -1.6 0.5 -0.3 -0.03
H -1.613 0.980 -0.933 -2.8 1.3 -0.5 0.52
H 0.273 2.308 0.323 -0.1 -0.2 0.5 0.38
```
Positions in Å, forces in eV/Å.

**E**: -25689.473 eV
**Orbital gap (alpha / beta)**: 4.47 / 4.10 eV
**Spin multiplicity**: 1
**Relative energy (zero: lowest compared OMol25 entry of this formula, charge and spin)**: 431.9 kJ/mol